{"formula": "C26H34F32O7S3", "method": "ωB97M-V/def2-TZVPD", "homo_ev": -8.57, "fmax_ev_per_a": 4.753, "lumo_energy_ev": 0.27, "homo_lumo_gap_ev": 8.84, "species": ["C", "C", "C", "F", "F", "F", "F", "O", "C", "C", "F", "F", "F", "F", "H", "H", "H", "H", "C", "C", "C", "F", "F", "F", "F", "O", "C", "C", "F", "F", "F", "F", "H", "H", "H", "H", "C", "C", "C", "F", "F", "F", "F", "O", "C", "C", "F", "F", "F", "F", "H", "H", "H", "H", "C", "C", "C", "F", "F", "F", "F", "O", "C", "C", "F", "F", "F", "F", "H", "H", "H", "H", "C", "S", "O", "C", "H", "H", "H", "H", "H", "H", "C", "S", "O", "C", "H", "H", "H", "H", "H", "H", "C", "S", "O", "C", "H", "H", "H", "H", "H", "H"], "positions_angstrom": [[-2.288, -4.644, -4.700], [-3.478, -5.536, -5.168], [-4.583, -4.747, -5.851], [-4.853, -3.520, -5.328], [-4.265, -4.600, -7.126], [-2.981, -6.609, -5.890], [-3.828, -6.232, -4.057], [-1.216, -5.427, -4.268], [-0.291, -4.800, -3.450], [0.906, -5.671, -3.057], [1.654, -6.235, -4.037], [1.794, -5.070, -2.253], [-0.035, -3.576, -3.996], [-0.969, -4.529, -2.401], [-2.601, -3.710, -4.233], [-1.885, -4.349, -5.669], [-5.465, -5.387, -5.896], [0.533, -6.529, -2.499], [6.113, 4.024, 2.010], [4.897, 4.005, 1.123], [4.566, 2.531, 0.780], [3.403, 2.294, 0.104], [5.510, 1.954, 0.077], [3.947, 4.571, 1.843], [4.996, 4.687, -0.049], [6.185, 3.267, 3.244], [6.934, 3.931, 4.297], [5.881, 4.714, 5.194], [6.383, 5.059, 6.411], [5.466, 5.864, 4.635], [7.410, 2.862, 4.925], [7.986, 4.528, 3.791], [6.017, 5.079, 2.268], [7.020, 3.822, 1.439], [4.428, 2.044, 1.745], [4.950, 4.210, 5.456], [1.224, -0.032, 1.190], [-0.169, -0.753, 0.870], [0.281, -2.206, 0.418], [-0.752, -3.003, 0.110], [1.202, -2.243, -0.565], [-1.036, -0.821, 1.880], [-0.790, -0.109, -0.128], [2.026, -0.675, 2.214], [1.937, -0.186, 3.521], [2.840, -1.019, 4.382], [4.078, -0.936, 3.969], [2.808, -0.671, 5.635], [2.342, 1.040, 3.374], [0.663, -0.179, 3.764], [1.053, 1.024, 1.399], [1.731, -0.023, 0.225], [0.691, -2.820, 1.220], [2.610, -2.083, 4.339], [-5.937, 2.036, 1.876], [-7.279, 2.391, 2.308], [-7.974, 3.458, 1.429], [-8.431, 2.769, 0.328], [-9.110, 3.858, 2.104], [-7.989, 1.333, 2.489], [-7.212, 2.965, 3.507], [-5.047, 3.180, 1.485], [-3.684, 2.863, 1.730], [-3.169, 1.680, 0.917], [-3.732, 0.456, 1.216], [-3.339, 1.848, -0.420], [-3.090, 3.971, 1.328], [-3.360, 2.739, 3.044], [-6.100, 1.466, 0.961], [-5.541, 1.299, 2.575], [-7.278, 4.285, 1.284], [-2.140, 1.390, 1.129], [-5.742, -0.708, -4.572], [-4.481, 0.089, -3.479], [-5.217, 0.169, -2.167], [-3.099, -1.090, -3.173], [-5.447, -0.639, -5.619], [-6.671, -0.222, -4.274], [-5.910, -1.714, -4.187], [-2.530, -0.876, -2.268], [-2.499, -1.206, -4.076], [-3.552, -2.082, -3.182], [1.370, 4.675, -0.808], [0.467, 3.072, -1.264], [-0.665, 2.798, -0.239], [-0.295, 3.968, -2.732], [1.706, 4.450, 0.204], [0.640, 5.461, -0.616], [2.118, 4.968, -1.546], [-0.928, 4.821, -2.487], [-0.898, 3.142, -3.109], [0.364, 4.219, -3.563], [4.300, -4.166, 0.458], [4.661, -3.097, 1.950], [3.596, -3.428, 3.014], [6.175, -3.868, 2.629], [3.410, -3.960, -0.136], [4.124, -5.228, 0.633], [5.173, -3.961, -0.162], [7.054, -3.287, 2.352], [6.203, -4.871, 2.203], [6.000, -3.992, 3.698]]}

=====

{"formula": "C26H34F9N2O5", "method": "ωB97M-V/def2-TZVPD", "homo_ev": -11.73, "charge": 1, "fmax_ev_per_a": 4.556, "lumo_energy_ev": -4.62, "homo_lumo_gap_ev": 7.10, "species": ["C", "C", "O", "C", "C", "C", "N", "C", "C", "C", "C", "C", "C", "N", "C", "C", "O", "C", "C", "C", "F", "F", "C", "F", "F", "C", "F", "F", "C", "F", "F", "F", "C", "O", "H", "H", "H", "H", "H", "H", "H", "H", "H", "H", "H", "H", "H", "H", "H", "H", "H", "H", "H", "H", "H", "H", "H", "H", "H", "H", "H", "H", "H", "H", "C", "C", "C", "O", "C", "C", "C", "O", "H", "H", "H", "H"], "positions_angstrom": [[5.051, 1.057, 1.895], [5.264, -0.153, 2.924], [4.040, -0.837, 3.306], [3.871, -1.920, 2.335], [2.464, -2.667, 2.483], [1.605, -2.724, 1.122], [1.325, -4.087, 0.516], [0.317, -3.880, -0.340], [-0.283, -2.359, -0.416], [-1.853, -2.662, -0.594], [-2.757, -2.277, 0.682], [-4.297, -2.563, 0.232], [-5.202, -3.143, 1.414], [-5.721, -2.027, 2.282], [-4.974, -1.953, 3.546], [-4.329, -0.511, 3.907], [-4.869, -2.940, 4.325], [0.568, -1.759, -1.638], [-0.166, -0.622, -2.490], [-0.049, 0.853, -1.871], [1.028, 1.014, -0.965], [0.252, 1.727, -2.975], [-1.457, 1.414, -1.283], [-2.097, 2.044, -2.401], [-2.331, 0.392, -0.860], [-1.290, 2.536, -0.161], [-0.976, 1.898, 1.081], [-0.282, 3.494, -0.468], [-2.629, 3.398, 0.124], [-2.734, 3.645, 1.521], [-2.494, 4.622, -0.537], [-3.812, 2.751, -0.249], [0.165, -1.972, 1.102], [0.475, -0.604, 1.391], [4.015, 1.054, 1.394], [5.808, 0.925, 1.040], [5.240, 2.093, 2.334], [5.812, 0.279, 3.839], [6.014, -0.897, 2.460], [4.723, -2.682, 2.504], [4.065, -1.456, 1.311], [2.706, -3.742, 2.830], [1.916, -2.181, 3.356], [2.384, -2.331, 0.364], [1.797, -4.983, 0.691], [-0.022, -4.811, -0.899], [-2.339, -2.175, -1.500], [-1.990, -3.799, -0.738], [-2.523, -3.038, 1.505], [-2.611, -1.213, 1.053], [-4.752, -1.634, -0.276], [-4.258, -3.384, -0.580], [-4.685, -3.974, 2.008], [-6.138, -3.629, 0.944], [-5.565, -1.166, 1.725], [-3.199, -0.605, 3.815], [-4.713, 0.250, 3.142], [-4.698, -0.219, 4.940], [1.600, -1.371, -1.362], [0.748, -2.638, -2.366], [0.386, -0.573, -3.502], [-1.254, -0.829, -2.744], [-0.362, -2.498, 1.962], [0.275, -0.389, 2.332], [1.204, 4.604, -3.991], [2.249, 4.097, -3.336], [3.607, 4.656, -3.506], [4.560, 4.192, -2.910], [3.762, 5.801, -4.430], [2.717, 6.308, -5.085], [1.359, 5.749, -4.915], [0.406, 6.212, -5.511], [0.203, 4.207, -3.879], [2.153, 3.260, -2.656], [4.762, 6.198, -4.542], [2.813, 7.145, -5.766]]}

=====

{"formula": "C26H34N4O2P2Ti", "method": "ωB97M-V/def2-TZVPD", "homo_ev": -14.68, "charge": 2, "fmax_ev_per_a": 2.108, "relative_energy_kj_mol": 20.5, "lumo_energy_ev": -7.94, "homo_lumo_gap_ev": 6.74, "species": ["Ti", "C", "P", "C", "N", "C", "C", "C", "C", "C", "C", "N", "C", "P", "C", "C", "C", "C", "C", "C", "C", "C", "C", "H", "H", "H", "H", "H", "H", "H", "H", "H", "H", "H", "H", "H", "H", "H", "H", "H", "H", "H", "H", "H", "H", "H", "H", "H", "H", "H", "H", "C", "C", "C", "C", "C", "C", "C", "C", "N", "H", "H", "H", "H", "H", "H", "O", "N", "O"], "positions_angstrom": [[0.552, 0.975, -1.404], [-0.163, 1.546, 2.361], [0.471, 0.376, 1.143], [-0.569, -1.112, 1.327], [-0.855, -1.482, 2.553], [-1.490, -2.672, 2.699], [-1.822, -3.117, 4.004], [-2.414, -4.330, 4.155], [-2.701, -5.155, 3.026], [-2.399, -4.750, 1.764], [-1.787, -3.484, 1.576], [-1.522, -3.054, 0.317], [-0.949, -1.877, 0.205], [-0.782, -1.215, -1.478], [-0.053, -2.521, -2.476], [-2.476, -0.865, -2.119], [-3.222, -0.026, -1.081], [-2.338, -0.103, -3.443], [-3.222, -2.180, -2.375], [2.187, -0.103, 1.630], [3.090, 1.123, 1.435], [2.245, -0.538, 3.098], [2.613, -1.266, 0.733], [-0.301, 0.975, 3.280], [-1.123, 1.958, 2.055], [0.546, 2.354, 2.526], [-1.587, -2.479, 4.845], [-2.670, -4.683, 5.146], [-3.170, -6.117, 3.185], [-2.616, -5.358, 0.896], [-0.624, -3.427, -2.272], [0.987, -2.687, -2.200], [-0.103, -2.276, -3.535], [-2.680, 0.872, -0.770], [-3.460, -0.600, -0.185], [-4.162, 0.313, -1.521], [-1.818, 0.853, -3.345], [-3.339, 0.124, -3.815], [-1.831, -0.684, -4.213], [-3.258, -2.831, -1.502], [-2.788, -2.734, -3.207], [-4.249, -1.927, -2.651], [2.817, 1.934, 2.112], [3.109, 1.519, 0.417], [4.114, 0.834, 1.682], [2.012, 0.279, 3.781], [3.273, -0.848, 3.301], [1.589, -1.376, 3.327], [2.578, -1.038, -0.337], [2.012, -2.159, 0.913], [3.653, -1.517, 0.950], [-0.521, 2.700, -1.532], [0.686, 3.560, -1.366], [1.410, 3.991, -2.482], [2.545, 4.756, -2.322], [2.973, 5.089, -1.035], [2.258, 4.683, 0.085], [1.115, 3.919, -0.086], [4.179, 5.872, -0.868], [5.149, 6.473, -0.745], [-0.988, 2.726, -2.518], [-1.271, 2.775, -0.744], [1.080, 3.732, -3.482], [3.106, 5.104, -3.179], [2.588, 4.977, 1.072], [0.533, 3.631, 0.780], [2.458, 1.201, -1.834], [2.293, 0.912, -3.044], [1.102, 0.454, -3.216]]}